This record from OMol25 describes an isolated ion of composition C6H17N2Si and charge +1. The level of theory is the ωB97M-V functional and the def2-TZVPD basis.

The HOMO energy comes out at -13.19 eV. The calculation puts the calculated total energy at -17348.159 eV. The charge is +1. The value obtained for the energy relative to the best compared isomer or geometry (same formula, charge and spin) is 124.9 kJ/mol. Its SMILES is CN[Si](C)(C)C=[N+](C)C.

Each line ends with the natural charge from an NBO analysis.
Cartesian coordinates (Å):
C -2.379115 -1.976155 -0.434179  -0.39
N -2.023279 -0.751983 0.291220  -1.10
Si -1.011990 0.517927 -0.137406  1.72
C -1.241976 2.011477 0.967953  -1.15
C -1.185376 1.186305 -1.998399  -1.09
C 1.055859 0.553324 -0.246847  -0.05
N 1.927917 0.023888 0.495365  -0.30
C 3.306042 0.105937 0.326675  -0.44
C 1.514107 -0.630929 1.739118  -0.44
H -3.357790 -2.000860 -0.655310  0.20
H -1.873519 -2.183952 -1.367759  0.21
H -2.041100 -2.798502 0.255882  0.19
H -2.495274 -0.893566 1.237693  0.43
H -0.287272 2.427043 1.359045  0.25
H -1.606513 2.922062 0.522409  0.28
H -1.696425 1.603343 1.899088  0.25
H -2.219499 1.201127 -2.383281  0.27
H -0.549776 2.114875 -2.076733  0.25
H -0.776662 0.406612 -2.702971  0.24
H 1.506834 1.009045 -1.190513  0.22
H 3.845582 0.570099 1.119365  0.24
H 3.879986 -0.862290 0.229019  0.25
H 3.476799 0.680670 -0.606847  0.23
H 0.510932 -0.329799 2.013935  0.23
H 1.529568 -1.833596 1.624732  0.25
H 2.374212 -0.513188 2.547990  0.25

Cartesian forces, eV/Å:
4.11 -1.21 1.52
-0.81 -0.69 1.58
0.35 2.87 -2.31
1.57 -0.82 1.58
0.74 -2.01 0.37
-1.13 -0.07 -2.31
-1.37 -0.90 2.37
3.47 -0.34 -2.59
2.13 -3.42 1.47
-3.64 -0.21 -0.39
0.54 0.57 -0.22
-0.85 0.28 -0.92
1.33 1.09 -1.63
-0.02 -0.64 -0.22
-1.21 -0.15 -0.14
-0.47 0.96 -0.58
0.32 0.85 0.59
-1.08 -0.81 -0.10
0.19 0.75 0.60
-0.71 -0.30 1.27
-0.17 0.77 0.87
-1.28 0.52 -0.08
0.24 -0.37 0.60
0.18 0.15 0.35
-0.20 2.76 -0.16
-2.20 0.34 -1.52